A:
C5H12 | ωB97M-V with the def2-TZVPD basis set

Total charge: 0
LUMO energy (Eh): -0.021
Gap between HOMO and LUMO (eV): 6.654

Last column: Mulliken charge in e.
Element x y z (Å)
C (1.247, -0.281, 1.386)  -0.680
C (0.794, -0.791, 0.034)  -0.466
C (-1.584, 0.001, -1.482)  -0.864
C (-2.136, 0.596, -0.185)  -0.450
C (2.183, -0.045, 0.069)  -0.711
H (2.584, 0.811, 1.565)  0.275
H (0.605, 0.531, 1.684)  0.319
H (0.719, -1.885, 0.039)  0.099
H (-1.363, -1.048, -1.322)  0.237
H (-2.370, 0.053, -2.250)  0.353
H (-0.710, 0.519, -1.863)  0.229
H (-3.010, 0.042, 0.162)  0.247
H (-1.403, 0.598, 0.619)  -0.008
H (-2.447, 1.624, -0.379)  0.284
H (1.805, -0.899, 2.084)  0.407
H (2.997, -0.760, 0.197)  0.348
H (2.088, 0.934, -0.360)  0.383

B:
C5H12 | ωB97M-V with the def2-TZVPD basis set

Total charge: 0
LUMO energy (Eh): 0.043
Gap between HOMO and LUMO (eV): 10.684
SMILES string: C=CC.CC

Last column: Mulliken charge in e.
Element x y z (Å)
C (2.422, -2.956, -4.032)  -0.761
C (1.905, -2.806, -2.822)  0.133
C (2.398, -1.763, -1.866)  -1.024
H (1.980, -3.558, -4.812)  0.253
H (3.382, -2.525, -4.258)  0.241
H (1.046, -3.385, -2.510)  0.299
H (3.226, -2.080, -1.219)  0.259
H (2.827, -0.944, -2.445)  0.289
H (1.682, -1.349, -1.158)  0.311
C (-1.935, 2.645, 2.775)  -0.782
C (-3.280, 2.684, 3.514)  -0.830
H (-1.425, 1.765, 3.139)  0.248
H (-1.343, 3.479, 3.147)  0.241
H (-1.847, 2.766, 1.700)  0.301
H (-4.096, 2.575, 2.789)  0.253
H (-3.437, 1.811, 4.089)  0.296
H (-3.504, 3.641, 3.970)  0.273

Most stable to least stable, the ends of the list are B and A.

A:
C2H6O3 | ωB97M-V with the def2-TZVPD basis set

Total charge: 0
LUMO energy (Eh): 0.024
Gap between HOMO and LUMO (eV): 10.869
SMILES string: OCC(O)O

Last column: Mulliken charge in e.
Element x y z (Å)
O (2.046, 0.130, 0.322)  -0.509
C (0.930, 0.389, -0.439)  -0.197
C (-0.442, -0.121, 0.208)  0.212
O (-0.904, -1.269, -0.518)  -0.514
O (-1.462, 0.900, 0.390)  -0.534
H (1.796, -0.389, 1.205)  0.311
H (1.015, -0.179, -1.355)  0.235
H (0.932, 1.494, -0.618)  0.224
H (-0.220, -0.310, 1.312)  0.201
H (-1.614, -1.683, -0.156)  0.275
H (-2.077, 1.037, -0.350)  0.297

B:
C2H6O3 | ωB97M-V with the def2-TZVPD basis set

Total charge: 0
LUMO energy (spin up / spin down) (Eh): 0.016 / 0.025
Gap between HOMO and LUMO (spin up / spin down) (eV): 8.688 / 7.287

Last column: Mulliken charge in e.
Element x y z (Å)
C (0.174, 1.843, 0.377)  -0.952
C (0.009, -1.160, -0.201)  0.444
O (1.054, -1.422, -1.022)  -0.444
O (-1.211, -1.143, -0.821)  -0.440
O (0.049, -1.754, 1.015)  -0.430
H (0.230, 2.205, -0.626)  0.304
H (-0.735, 1.959, 0.923)  0.297
H (1.084, 1.729, 0.930)  0.299
H (0.778, -1.255, -1.934)  0.314
H (-1.897, -1.029, -0.155)  0.315
H (0.890, -2.217, 1.115)  0.293

Most stable to least stable, the ends of the list are A and B.

A:
C3H12NSi | ωB97M-V with the def2-TZVPD basis set

Total charge: +1
LUMO energy (spin up / spin down) (Eh): -0.170 / -0.170
Gap between HOMO and LUMO (spin up / spin down) (eV): 7.752 / 7.753

Last column: Mulliken charge in e.
Element x y z (Å)
C (0.777, -1.323, -0.050)  -0.789
C (2.311, 0.557, -0.093)  -0.845
C (-0.086, 0.925, 0.213)  -1.056
N (0.941, 0.093, -0.420)  -0.046
Si (-3.086, 0.113, -0.123)  0.535
H (1.566, -1.929, -0.503)  0.347
H (0.825, -1.419, 1.036)  0.360
H (-0.195, -1.680, -0.391)  0.276
H (2.417, 1.608, -0.358)  0.347
H (2.477, 0.448, 0.977)  0.365
H (3.058, -0.023, -0.633)  0.364
H (-0.100, 1.924, -0.195)  0.441
H (0.027, 0.918, 1.288)  0.378
H (0.824, 0.170, -1.435)  0.338
H (-3.087, -0.691, 1.084)  0.001
H (-2.785, -0.565, -1.374)  -0.020
H (-3.839, 1.347, -0.174)  0.003

B:
C3H12NSi | ωB97M-V with the def2-TZVPD basis set

Total charge: +1
LUMO energy (spin up / spin down) (Eh): -0.178 / -0.183
Gap between HOMO and LUMO (spin up / spin down) (eV): 7.542 / 6.896

Last column: Mulliken charge in e.
Element x y z (Å)
C (0.654, -1.331, 0.239)  -0.787
C (2.230, 0.472, -0.183)  -0.848
C (-0.127, 0.954, 0.328)  -0.960
N (0.819, 0.029, -0.299)  -0.033
Si (-3.300, 0.101, -0.155)  0.509
H (1.319, -2.033, -0.262)  0.350
H (0.878, -1.322, 1.304)  0.367
H (-0.379, -1.647, 0.111)  0.248
H (2.341, 1.458, -0.633)  0.345
H (2.503, 0.538, 0.870)  0.363
H (2.898, -0.225, -0.688)  0.363
H (-0.102, 1.928, -0.137)  0.399
H (-0.003, 0.984, 1.400)  0.342
H (0.593, 0.006, -1.299)  0.342
H (-3.643, -0.257, 1.212)  0.013
H (-2.882, -0.974, -1.044)  -0.024
H (-3.801, 1.317, -0.762)  0.010

Most stable to least stable, the ends of the list are A and B.

A:
C10H15NO3S | ωB97M-V with the def2-TZVPD basis set

Total charge: 0
LUMO energy (Eh): 0.004
Gap between HOMO and LUMO (eV): 9.389

Last column: Mulliken charge in e.
Element x y z (Å)
C (0.441, -0.624, 1.300)  -0.293
C (-1.782, -0.365, -0.675)  -0.792
C (-0.632, -1.473, -0.614)  -1.533
C (-1.037, 0.869, -0.315)  -0.191
C (0.622, -0.730, -0.229)  1.506
C (-0.638, 0.374, 1.612)  0.550
C (0.372, 0.674, -0.871)  1.426
C (1.918, -1.498, -0.617)  -1.590
C (1.476, 1.652, -0.266)  -2.003
C (0.388, 0.792, -2.350)  -1.615
N (-0.751, 1.256, 2.774)  -0.595
O (0.880, -1.364, 2.140)  -0.569
O (-1.683, -0.996, 3.797)  -0.514
O (-3.216, 0.368, 2.447)  -0.557
S (-1.886, 0.001, 2.823)  0.830
H (-2.168, -0.344, -1.768)  0.355
H (-2.536, -0.548, 0.112)  0.356
H (-0.766, -2.160, 0.147)  0.678
H (-0.550, -1.840, -1.690)  0.364
H (-1.587, 1.797, -0.661)  0.321
H (1.737, -2.628, -0.887)  0.292
H (2.502, -1.498, 0.236)  0.439
H (2.504, -0.874, -1.363)  0.315
H (1.725, 1.175, 0.651)  0.442
H (0.996, 2.604, -0.147)  0.435
H (2.342, 1.676, -0.836)  0.528
H (0.783, 1.731, -2.751)  0.444
H (-0.603, 0.537, -2.618)  0.362
H (1.083, -0.026, -2.750)  0.290
H (0.065, 1.461, 3.371)  0.321

B:
C10H15NO3S | ωB97M-V with the def2-TZVPD basis set

Total charge: 0
LUMO energy (Eh): 0.021
Gap between HOMO and LUMO (eV): 9.928
SMILES string: CC[C@@](N)(O)S(=O)(=O)c1ccc(C)cc1

Last column: Mulliken charge in e.
Element x y z (Å)
C (4.421, -1.043, -0.027)  -1.320
C (3.406, 0.099, 0.017)  -0.673
C (1.955, -0.289, 0.187)  0.350
N (1.482, -1.174, -0.824)  -0.721
O (1.651, -0.838, 1.505)  -0.555
S (0.936, 1.321, -0.041)  1.356
O (1.138, 1.939, -1.360)  -0.688
O (1.245, 2.103, 1.165)  -0.751
C (-0.758, 0.832, 0.016)  0.219
C (-1.395, 0.681, 1.230)  -0.661
C (-2.754, 0.359, 1.150)  -0.586
C (-3.441, 0.101, -0.026)  0.698
C (-4.801, -0.468, 0.004)  -1.360
C (-2.738, 0.245, -1.151)  -0.501
C (-1.364, 0.620, -1.165)  -0.350
H (4.223, -1.633, -0.895)  0.344
H (4.174, -1.698, 0.811)  0.319
H (5.450, -0.737, -0.074)  0.394
H (3.578, 0.697, 0.856)  0.469
H (3.317, 0.804, -0.827)  0.411
H (1.574, -0.665, -1.707)  0.366
H (0.400, -1.389, -0.784)  0.321
H (2.043, -0.161, 2.101)  0.436
H (-0.845, 1.068, 2.090)  0.434
H (-3.406, 0.269, 2.035)  0.321
H (-5.614, 0.202, -0.165)  0.295
H (-4.908, -1.124, -0.814)  0.404
H (-4.995, -1.059, 0.971)  0.339
H (-3.162, 0.079, -2.124)  0.392
H (-0.813, 0.856, -2.152)  0.298

Most stable to least stable, the ends of the list are B and A.

A:
C8H16N2 | ωB97M-V with the def2-TZVPD basis set

Total charge: 0
LUMO energy (Eh): 0.031
Gap between HOMO and LUMO (eV): 9.438
SMILES string: CCc1c[nH]cn1.CCC

Last column: Mulliken charge in e.
Element x y z (Å)
C (-1.969, -2.192, -0.905)  -1.259
C (-1.262, -1.156, -0.020)  0.003
C (0.206, -1.389, 0.095)  0.509
C (1.205, -0.902, -0.704)  -0.602
N (2.371, -1.418, -0.213)  -0.109
C (2.057, -2.133, 0.895)  -0.296
N (0.759, -2.160, 1.092)  -0.618
H (-1.789, -3.179, -0.487)  0.353
H (-1.612, -2.115, -1.932)  0.297
H (-3.038, -1.974, -0.953)  0.372
H (-1.434, -0.141, -0.374)  -0.137
H (-1.692, -1.210, 0.980)  0.312
H (1.120, -0.263, -1.567)  0.451
H (3.280, -1.031, -0.366)  0.235
H (2.768, -2.607, 1.548)  0.442
C (-1.630, 3.645, -0.865)  -1.258
C (-0.789, 2.656, -0.057)  0.420
C (-0.021, 3.369, 1.058)  -1.315
H (-0.970, 4.345, -1.382)  0.328
H (-2.249, 4.225, -0.177)  0.326
H (-2.304, 3.204, -1.597)  0.328
H (-1.455, 1.923, 0.399)  0.121
H (-0.074, 2.116, -0.680)  0.090
H (0.722, 4.037, 0.614)  0.333
H (-0.692, 3.949, 1.689)  0.350
H (0.520, 2.655, 1.680)  0.325

B:
C8H16N2 | ωB97M-V with the def2-TZVPD basis set

Total charge: 0
LUMO energy (Eh): 0.030
Gap between HOMO and LUMO (eV): 9.486
SMILES string: Cc1c[nH]cn1.CC(C)C

Last column: Mulliken charge in e.
Element x y z (Å)
C (0.307, -3.615, -0.269)  -1.103
C (-0.010, -2.426, -1.125)  0.937
C (0.762, -1.392, -1.558)  -0.802
N (-0.049, -0.623, -2.355)  -0.061
C (-1.274, -1.195, -2.320)  -0.301
N (-1.277, -2.309, -1.642)  -0.594
H (0.043, -3.406, 0.765)  0.225
H (1.335, -3.961, -0.321)  0.338
H (-0.382, -4.411, -0.572)  0.332
H (1.796, -1.168, -1.362)  0.381
H (0.119, 0.349, -2.557)  0.271
H (-2.078, -0.850, -2.949)  0.402
C (1.237, 1.353, 1.913)  -1.479
C (0.263, 1.794, 0.799)  1.153
C (-0.901, 0.814, 0.671)  -1.194
C (-0.247, 3.208, 1.086)  -1.730
H (1.744, 2.217, 2.359)  0.374
H (2.018, 0.679, 1.554)  0.314
H (0.673, 0.886, 2.722)  0.367
H (0.805, 1.814, -0.153)  0.147
H (-0.849, -0.122, 1.242)  0.301
H (-1.880, 1.244, 0.883)  0.460
H (-1.040, 0.452, -0.351)  0.058
H (0.569, 3.925, 1.003)  0.414
H (-1.075, 3.453, 0.424)  0.438
H (-0.609, 3.290, 2.116)  0.355

Most stable to least stable, the ends of the list are A and B.

A:
C4H7IN2 | ωB97M-V with the def2-TZVPD basis set

Total charge: 0
LUMO energy (spin up / spin down) (Eh): -0.031 / -0.024
Gap between HOMO and LUMO (spin up / spin down) (eV): 6.171 / 6.846

Last column: Mulliken charge in e.
Element x y z (Å)
C (2.957, -1.317, 0.182)  -0.767
C (1.814, -1.050, -0.455)  -0.067
C (0.701, -0.539, 0.261)  -0.200
C (-0.624, -0.600, -0.029)  -0.170
N (-3.310, 2.504, 0.070)  -0.721
N (-1.159, 0.543, 0.283)  -0.448
I (-3.392, 0.430, 0.096)  0.320
H (3.762, -1.832, -0.300)  0.287
H (3.058, -1.113, 1.229)  0.262
H (1.649, -1.350, -1.505)  0.285
H (1.101, 0.174, 0.995)  0.292
H (-1.211, -1.352, -0.629)  0.283
H (-2.840, 2.818, -0.839)  0.303
H (-2.509, 2.684, 0.640)  0.340

B:
C4H7IN2 | ωB97M-V with the def2-TZVPD basis set

Total charge: 0
LUMO energy (spin up / spin down) (Eh): 0.002 / -0.009
Gap between HOMO and LUMO (spin up / spin down) (eV): 8.116 / 6.936

Last column: Mulliken charge in e.
Element x y z (Å)
C (-1.382, -0.649, -0.104)  0.202
C (-0.090, 1.060, -1.041)  -0.977
C (1.112, -1.648, 0.078)  -0.925
C (-0.569, 0.431, 0.172)  0.454
N (-2.103, -1.544, -0.267)  -0.516
N (-0.468, 0.962, 1.398)  -0.409
I (2.831, -0.425, 0.028)  0.013
H (0.878, 0.537, -1.366)  0.152
H (0.011, 2.137, -0.949)  0.381
H (-0.875, 0.860, -1.727)  0.332
H (0.947, -2.096, -0.883)  0.425
H (1.030, -2.210, 1.066)  0.378
H (-0.235, 2.003, 1.479)  0.245
H (-1.087, 0.582, 2.117)  0.244

Most stable to least stable, the ends of the list are B and A.

A:
C4H9ClO2 | ωB97M-V with the def2-TZVPD basis set

Total charge: 0
LUMO energy (Eh): 0.001
Gap between HOMO and LUMO (eV): 10.082
SMILES string: C[C@@H](Cl)C=O.CO

Last column: Mulliken charge in e.
Element x y z (Å)
C (0.936, -1.639, -0.296)  -1.161
C (1.242, -0.223, -0.343)  -0.095
Cl (3.143, -0.354, 0.076)  -0.211
C (1.508, 0.578, -1.633)  0.025
O (1.874, 1.773, -1.582)  -0.466
H (1.192, -1.988, 0.709)  0.323
H (1.651, -2.146, -0.964)  0.410
H (-0.150, -1.720, -0.414)  0.290
H (0.796, 0.225, 0.464)  0.620
H (1.858, -0.150, -2.344)  0.300
C (-2.520, 1.196, 1.292)  -0.578
O (-1.296, 0.604, 0.569)  -0.422
H (-3.034, 2.013, 0.650)  0.235
H (-2.145, 1.641, 2.217)  0.228
H (-3.347, 0.365, 1.289)  0.254
H (-1.708, -0.173, 0.310)  0.247

B:
C4H9ClO2 | ωB97M-V with the def2-TZVPD basis set

Total charge: 0
LUMO energy (Eh): 0.033
Gap between HOMO and LUMO (eV): 10.799
SMILES string: COC(C)(Cl)OC

Last column: Mulliken charge in e.
Element x y z (Å)
C (1.726, -1.103, 0.204)  -0.749
O (0.664, -0.546, -0.545)  -0.356
C (-0.250, 0.230, 0.097)  0.748
C (0.510, 1.592, 1.053)  -0.983
Cl (-1.062, -0.772, 1.442)  -0.262
O (-1.181, 0.721, -0.727)  -0.348
C (-1.929, -0.276, -1.429)  -0.787
H (1.361, -1.529, 1.142)  0.362
H (2.497, -0.358, 0.417)  0.268
H (2.147, -1.891, -0.419)  0.240
H (0.203, 1.479, 2.077)  0.338
H (1.576, 1.518, 0.911)  0.313
H (0.108, 2.482, 0.591)  0.297
H (-1.262, -0.977, -1.934)  0.316
H (-2.540, 0.254, -2.152)  0.265
H (-2.566, -0.824, -0.728)  0.337

Most stable to least stable, the ends of the list are B and A.

A:
C3H3OS2 | ωB97M-V with the def2-TZVPD basis set

Total charge: -1
LUMO energy (Eh): 0.133
Gap between HOMO and LUMO (eV): 7.202
SMILES string: CC(=S)C([O-])=S

Last column: Mulliken charge in e.
Element x y z (Å)
C (0.565, 0.629, 0.867)  -1.023
C (-0.489, -0.315, 0.227)  0.232
S (-1.508, -1.396, 0.949)  -0.356
C (-0.459, -0.329, -1.293)  0.266
O (-1.221, 0.265, -2.011)  -0.602
S (0.832, -1.377, -1.562)  -0.463
H (1.372, 0.453, 0.314)  0.357
H (0.577, 0.423, 1.915)  0.296
H (0.331, 1.645, 0.593)  0.294

B:
C3H3OS2 | ωB97M-V with the def2-TZVPD basis set

Total charge: -1
LUMO energy (Eh): 0.130
Gap between HOMO and LUMO (eV): 7.342
SMILES string: CC(=S)C([O-])=S

Last column: Mulliken charge in e.
Element x y z (Å)
C (0.131, 0.925, -0.672)  -1.055
C (-0.246, 0.076, 0.564)  0.309
S (-1.419, 0.749, 1.493)  -0.351
C (0.348, -1.212, 0.633)  0.177
O (1.186, -1.620, 1.419)  -0.602
S (-0.282, -2.079, -0.730)  -0.445
H (0.088, 1.908, -0.315)  0.397
H (-0.839, 0.869, -1.325)  0.258
H (1.033, 0.384, -1.068)  0.313

Most stable to least stable, the ends of the list are A and B.